# 1
# C22H15BF4FeN3O8

C22H15BF4FeN3O8 as an isolated structure (ωB97M-V/def2-TZVPD, the Open Molecules 2025 dataset).

Its lowest unoccupied orbital energy (spin up / spin down) is 4.157 / 4.156 eV. As for the spin multiplicity: 6. The charge is -2. The energy relative to the best compared isomer or geometry (same formula, charge and spin) is 33.3 kcal/mol. The HOMO-LUMO gap (spin up / spin down) comes out at 6.124 / 6.151 eV.

CARTESIAN COORDINATES (ANGSTROEM)
Fe -6.94032 -14.07501 -3.35633
O -5.71251 -14.57778 -4.97919
C -6.14689 -14.52754 -6.21324
C -5.19169 -14.20455 -7.22049
C -5.60501 -14.12883 -8.56168
C -6.92405 -14.40688 -8.92253
C -7.91672 -14.76741 -7.98021
C -7.59022 -14.67349 -6.64500
C -8.61345 -14.91482 -5.67416
N -8.32285 -15.20310 -4.38635
N -9.04942 -16.02710 -3.64621
C -8.43590 -16.28593 -2.48316
O -7.28676 -15.80158 -2.19748
C -9.19314 -17.12660 -1.59862
C -10.49315 -17.46076 -2.00684
C -11.37203 -18.05718 -1.07806
C -10.90987 -18.37461 0.19509
C -9.62936 -17.91662 0.58528
C -8.76214 -17.34015 -0.28811
H -4.16027 -14.01598 -6.97382
H -4.94584 -13.70113 -9.31324
H -7.20850 -14.30533 -9.96487
H -8.92720 -15.02521 -8.29252
H -9.63880 -14.86397 -5.94911
H -10.73397 -17.30880 -3.05576
H -12.38356 -18.32238 -1.40395
H -11.56495 -18.98177 0.80464
H -9.29504 -18.10698 1.59239
H -7.81076 -16.90786 0.10900
F -10.48115 -13.32020 -2.80135
B -9.84640 -13.34489 -1.55655
F -9.97224 -14.53312 -0.89482
F -10.05847 -12.26390 -0.76106
F -8.24405 -13.29939 -2.00054
O -5.06880 -13.08042 -0.32106
N -4.94362 -14.09703 -1.02399
O -5.07254 -13.94248 -2.27457
O -6.15082 -10.28724 -4.23174
C -6.92080 -11.19947 -4.56650
O -7.03779 -12.32060 -4.00523
C -7.89950 -10.92085 -5.65276
C -7.48300 -10.28671 -6.84187
C -8.37704 -10.07212 -7.89355
C -9.69342 -10.52844 -7.68996
O -10.72928 -10.54599 -8.57121
C -11.77619 -11.27525 -8.00442
O -11.30389 -11.68268 -6.60707
C -10.04464 -11.22386 -6.53811
C -9.19640 -11.34043 -5.45746
H -6.46297 -9.84833 -6.75095
H -8.20222 -9.40632 -8.76990
H -11.96468 -12.21591 -8.52005
H -12.66150 -10.59415 -7.82595
H -9.45977 -11.85202 -4.48311

Forces on atoms 1 to 6 (eV/Å):
2.19 -0.92 0.66
-1.49 0.10 -0.47
-0.29 0.51 0.22
-1.25 -0.47 -1.24
-0.37 0.41 1.10
-0.83 -0.50 -0.19



# 2
# C28H28N4O2Zn

C28H28N4O2Zn as an isolated structure (ωB97M-V/def2-TZVPD, the Open Molecules 2025 dataset).

Its lowest unoccupied orbital energy is -0.396 eV. The HOMO-LUMO gap comes out at 7.921 eV.

CARTESIAN COORDINATES (ANGSTROEM)
C -2.35809 -1.73760 -1.74126
C -2.40069 3.01143 -3.32113
H -1.92434 -2.41594 -2.48332
H -3.45370 -1.70709 -1.87404
H -2.12867 -2.06719 -0.73139
H -1.46808 3.55835 -3.48088
H -2.22589 1.93703 -3.48575
H -3.09111 3.33288 -4.11276
C 0.34375 -3.37430 -1.23724
C 1.49301 -4.17142 -1.12507
C 2.64544 -3.75314 -1.79783
C 2.60473 -2.55867 -2.51831
H -0.58107 -3.64486 -0.72415
H 1.44015 -5.08043 -0.53002
H 3.56303 -4.33799 -1.75390
H 3.48288 -2.16380 -3.01610
N 0.29975 -2.26327 -1.95707
C 1.39532 -1.82111 -2.58597
C 1.33724 -0.49412 -3.25179
N 0.32399 0.36477 -2.95105
C 0.54699 1.66923 -3.16688
C 2.53269 1.26041 -4.43909
C 1.59819 2.17039 -3.93881
H -0.12374 2.36575 -2.66219
H 1.64263 3.24123 -4.11483
C 2.38586 -0.08168 -4.10187
H 3.08399 -0.83688 -4.45929
H 3.36399 1.59442 -5.05838
Zn -1.87935 0.08634 -2.12063
C -3.00364 3.30739 -1.96129
H -3.41029 4.32753 -1.91744
H -2.23701 3.23045 -1.17987
H -3.81554 2.60209 -1.72506
O -0.33741 2.75368 -0.55719
C -0.34585 1.71030 0.09909
N 0.34990 1.55093 1.29205
C -0.04841 0.37612 1.99324
C -0.77420 -0.36186 0.84908
O -1.04115 -1.56464 0.92005
N -1.01111 0.51747 -0.16738
C 1.17573 -0.36157 2.50968
C 1.93861 -1.12664 1.62389
C 3.02013 -1.87446 2.10177
C 3.37656 -1.80595 3.45329
C 2.68357 -0.94663 4.31067
C 1.59107 -0.21103 3.83737
C -1.10158 0.65842 3.06541
C -1.52099 -0.39736 3.88411
C -2.50730 -0.18368 4.84985
C -3.10514 1.07548 4.97503
C -2.68973 2.12581 4.14992
C -1.68042 1.92130 3.19818
H 0.83255 2.34628 1.69287
H 1.66810 -1.16484 0.56535
H 3.56867 -2.51021 1.40377
H 4.19790 -2.41526 3.83461
H 2.97662 -0.84299 5.35586
H 1.04733 0.46405 4.50371
H -1.06772 -1.38365 3.75439
H -2.80219 -1.00871 5.49948
H -3.88917 1.23787 5.71680
H -3.13817 3.11616 4.23531
H -1.34864 2.75538 2.57438

Forces on atoms 1 to 6 (eV/Å):
-2.41 -0.78 -1.45
-0.53 0.54 -0.38
-0.40 0.24 0.13
0.10 -0.68 0.15
0.19 0.61 -0.15
-0.13 -0.19 0.02



Respective strongest force on any atom values: 3.522, 2.919 eV/A.
Respective molar mass values: 592.02, 517.95 u.
Respective E_tot values: -3301.7866, -3232.6070 a.u..